Arrangement 1

18
Properties=species:S:1:pos:R:3:nbo_charge:R:1 method="wB97M-V/def2-TZVPD" molar_mass_g_mol=103.141 e_homo_ev="-11.0 / -10.9" multiplicity=2 gap_ev="11.806 / 7.796" e_lumo_ev="0.8 / -3.1"
H -1.34336 -1.69289 3.08938 0.204
H 1.27695 0.94949 -1.32457 0.246
H -1.50348 1.07069 -2.32049 0.233
H -0.21768 1.31068 -3.41458 0.235
H -1.22967 -0.56194 1.76454 0.193
H 0.74042 2.65392 -1.63973 0.224
C 0.44182 1.65536 -1.36187 -0.620
H -0.91697 -0.03239 3.40748 0.198
O -0.99181 -1.17421 -3.19546 -0.176
C -0.76160 -0.85667 2.70910 -0.602
O 1.00242 -1.04842 -2.14552 -0.573
C 0.73474 -1.05073 2.47764 -0.606
H 1.13842 -0.10335 2.11156 0.200
H 1.21024 -1.16684 3.45269 0.202
C -0.03257 -0.58072 -2.55186 0.715
C -0.43062 0.91004 -2.41694 -0.497
H -0.05102 1.55743 -0.40210 0.213
H 0.93377 -1.83947 1.76073 0.211

---

Arrangement 2

18
Properties=species:S:1:pos:R:3:nbo_charge:R:1 method="wB97M-V/def2-TZVPD" molar_mass_g_mol=103.141 e_homo_ev="-10.6 / -10.6" multiplicity=2 gap_ev="11.469 / 7.667" e_lumo_ev="0.8 / -3.0"
H -0.87718 1.95674 -2.95365 0.204
H -0.43753 0.31186 -3.30491 0.203
H 0.71642 1.61970 -3.57098 0.203
H 1.00126 -0.28079 1.17218 0.229
H 0.12813 -2.16929 0.18378 0.226
C 0.39747 -0.90855 1.81407 -0.331
O 0.37591 0.53465 3.66895 -0.441
C -0.39941 0.20292 2.79660 0.778
H 1.03075 -1.55635 2.41348 0.224
H -1.40211 -1.33513 0.58171 0.239
H 1.49801 0.72092 -1.47522 0.198
C 0.48739 1.16263 -1.46393 -0.614
H -0.05245 0.39230 -0.91221 0.198
H -0.85610 -2.65344 1.56888 0.216
C -0.04888 1.25518 -2.89322 -0.607
C -0.51182 -1.80620 0.99067 -0.631
H 0.45867 2.13853 -0.98538 0.214
O -1.50852 0.41433 2.36917 -0.508

---

Arrangement 3

18
Properties=species:S:1:pos:R:3:nbo_charge:R:1 method="wB97M-V/def2-TZVPD" molar_mass_g_mol=103.141 e_homo_ev="-11.2 / -10.3" multiplicity=2 gap_ev="11.995 / 6.817" e_lumo_ev="0.8 / -3.4"
H 1.08405 2.57028 -0.33356 0.228
O -0.79286 1.53489 0.80203 -0.436
C 1.24790 0.64497 -1.34871 -0.611
C 0.34351 1.12145 1.03921 0.727
H 0.06968 -2.30543 -1.05444 0.201
H 2.05474 1.02189 -1.95508 0.229
H -1.72525 -1.74895 0.47506 0.209
H 2.36284 1.61978 0.26424 0.231
H 1.46724 -0.37286 -1.04188 0.229
H -1.15420 -2.27776 -2.43541 0.208
H -0.90220 -0.90643 -1.33772 0.197
H 0.34827 0.78507 -1.91534 0.227
H -1.35326 -3.33389 0.28668 0.203
C 1.34752 1.53074 -0.12562 -0.360
C -1.82201 -2.53351 -0.27692 -0.614
C -0.90261 -1.98782 -1.42197 -0.611
O 0.80525 0.34558 1.87437 -0.464
H -2.83861 -2.75124 -0.58504 0.207

---

The structure shown above that is most stable: arrangement 2.